Record 1
The following is a quantum chemistry calculation of a molecular structure, C22H25IrN3O6S in a non-equilibrium geometry, from the OMol25 dataset.

```
58
Properties=species:S:1:pos:R:3:forces:R:3
Ir -0.097 0.085 -0.094 -0.70 -0.49 0.47
O 1.884 -0.012 -0.546 0.36 -0.36 0.12
C 2.784 0.902 -0.525 -0.09 0.07 -0.08
C 4.150 0.508 -0.412 -0.13 -0.03 -0.06
C 5.170 1.419 -0.411 0.03 0.10 0.00
C 4.904 2.791 -0.531 0.07 0.03 -0.01
C 3.595 3.197 -0.646 0.05 0.10 0.01
C 2.527 2.295 -0.638 -0.28 0.07 0.18
C 1.155 2.788 -0.713 0.42 0.02 -0.11
N 0.047 2.075 -0.796 -0.28 0.07 0.26
C -1.018 2.957 -0.858 -0.03 -0.06 -0.12
C -0.547 4.223 -0.804 0.09 -0.01 -0.04
N 0.832 4.106 -0.741 -0.08 0.18 0.17
H 4.345 -0.552 -0.303 -0.03 0.00 -0.03
H 6.194 1.074 -0.312 -0.01 0.01 0.01
H 5.708 3.516 -0.526 -0.01 -0.02 -0.03
H 3.398 4.260 -0.757 0.02 -0.02 0.02
H -2.030 2.592 -0.934 0.07 -0.02 0.08
H -1.044 5.177 -0.814 0.02 -0.01 -0.01
H 1.465 4.841 -0.485 0.02 0.02 -0.15
C 0.221 6.003 7.794 0.00 -0.01 -0.02
C 0.371 4.928 6.749 -0.01 0.09 0.05
C 0.867 5.223 5.484 0.05 -0.01 -0.15
C 0.977 4.238 4.513 0.10 0.12 0.03
C 0.599 2.940 4.813 -0.18 0.03 -0.07
C 0.114 2.622 6.069 0.02 -0.01 0.20
C 0.002 3.619 7.030 -0.03 -0.17 -0.01
S 0.624 1.716 3.528 0.12 0.10 0.14
O 1.712 2.031 2.652 0.08 0.08 -0.13
O 0.560 0.447 4.196 -0.05 -0.13 0.04
N -0.753 2.077 2.738 -0.35 -0.16 -0.15
C -2.007 1.468 3.240 0.27 0.08 0.02
C -2.365 0.144 2.573 0.12 -0.03 -0.09
C -2.931 0.413 1.179 -0.35 -0.05 0.32
O -4.138 0.668 1.088 0.25 0.00 -0.03
O -2.131 0.399 0.186 0.08 0.26 -0.56
H 0.674 6.938 7.465 0.00 -0.01 0.01
H 0.692 5.708 8.733 0.00 0.00 0.00
H -0.833 6.196 8.003 0.00 0.00 0.00
H 1.165 6.240 5.254 0.01 -0.02 -0.01
H 1.366 4.453 3.525 -0.04 0.04 0.04
H -0.154 1.596 6.286 -0.02 0.04 0.00
H -0.383 3.376 8.015 0.02 -0.03 -0.02
H -0.600 1.942 1.733 0.03 -0.12 0.06
H -2.823 2.173 3.079 0.04 0.11 0.03
H -1.882 1.332 4.314 -0.07 0.00 0.02
H -3.153 -0.335 3.155 0.01 0.00 0.03
H -1.480 -0.490 2.525 -0.01 -0.03 0.02
C -2.197 -2.485 -0.307 0.23 0.07 -0.29
O -0.796 -2.746 -0.156 -0.81 -0.49 0.78
C -0.017 -1.767 0.324 1.03 0.69 -1.39
C 1.298 -2.412 0.689 -0.13 -0.29 0.48
H -2.653 -2.314 0.668 0.00 0.00 0.03
H -2.623 -3.378 -0.760 0.02 -0.03 0.01
H -2.368 -1.614 -0.934 0.01 0.03 -0.01
H 1.175 -3.471 0.942 -0.04 0.10 -0.01
H 1.760 -1.884 1.523 0.04 0.03 -0.07
H 1.966 -2.326 -0.167 0.02 0.06 -0.03
```
Forces are in eV/Å.

Properties
total charge = -1
LUMO = 0.0872 Ha
energy relative to the best compared isomer or geometry (same formula, charge and spin) = 13.31 kcal/mol

Record 2
The following is a quantum chemistry calculation of a molecular structure, C22H25MgN2S3Si2, from the OMol25 dataset.

```
55
Properties=species:S:1:pos:R:3:forces:R:3
Mg -0.085 0.086 0.302 -0.68 -0.45 0.44
C 3.758 -0.937 0.973 -0.13 0.08 -0.04
Si 2.409 -0.081 -0.111 0.52 0.06 -0.32
C 3.003 -0.502 -1.892 -0.08 -0.04 0.09
C 2.823 1.810 -0.024 0.17 -0.19 0.05
C 4.177 2.154 0.097 0.06 0.04 0.02
C 4.611 3.470 0.130 0.00 -0.04 0.00
C 3.675 4.491 0.042 0.02 0.04 0.00
C 2.332 4.172 -0.075 0.03 0.06 0.02
C 1.871 2.850 -0.111 -0.17 -0.01 -0.03
Si -0.049 2.570 -0.241 0.25 0.54 0.04
C -0.652 3.524 1.320 -0.04 -0.01 -0.14
C -0.527 3.691 -1.728 -0.03 -0.18 0.10
H 4.763 -0.866 0.545 -0.02 0.04 -0.03
H 3.528 -2.001 1.079 -0.03 0.01 0.00
H 3.794 -0.507 1.978 0.00 -0.03 0.01
H 4.042 -0.195 -2.053 0.00 0.01 0.05
H 2.388 0.013 -2.636 -0.01 -0.01 0.01
H 2.930 -1.576 -2.089 -0.02 0.01 0.00
H 4.918 1.363 0.165 0.01 0.03 0.00
H 5.669 3.694 0.221 -0.01 0.02 0.00
H 3.993 5.529 0.065 -0.02 0.00 0.00
H 1.615 4.986 -0.135 -0.01 -0.01 0.00
H -0.398 4.589 1.301 0.03 0.00 -0.03
H -0.182 3.086 2.206 -0.02 0.00 0.01
H -1.735 3.436 1.448 0.01 -0.01 -0.01
H -0.234 4.733 -1.567 0.02 -0.01 0.04
H -1.604 3.674 -1.919 0.00 -0.02 0.03
H -0.026 3.344 -2.636 -0.01 -0.01 0.00
S -2.836 -0.675 1.002 -0.18 -0.05 -0.52
C -1.910 -0.491 2.372 -0.01 -0.03 0.92
N -0.628 -0.194 2.379 0.14 0.12 -0.44
C -0.089 -0.057 3.635 -0.01 -0.03 0.43
C 1.230 0.286 3.923 -0.05 -0.01 -0.18
C 1.633 0.373 5.244 0.03 0.03 -0.04
C 0.739 0.127 6.285 -0.02 -0.04 0.03
C -0.581 -0.204 6.014 -0.01 0.04 0.05
C -0.988 -0.288 4.692 -0.03 -0.06 -0.17
S -2.559 -0.674 4.037 0.23 0.08 -0.33
H 1.909 0.485 3.101 0.04 0.00 0.04
H 2.657 0.644 5.467 -0.01 -0.01 0.01
H 1.077 0.193 7.312 -0.02 0.02 0.00
H -1.288 -0.379 6.815 0.04 -0.01 0.02
S -0.382 -2.882 -0.789 0.05 -0.22 -0.21
C -0.181 -4.492 -0.434 -0.11 0.84 0.32
N -0.316 -4.928 0.866 0.03 -0.30 -0.19
C -0.177 -6.222 1.250 0.01 0.01 0.02
C 0.119 -7.182 0.342 0.03 -0.24 0.07
C 0.279 -6.805 -1.016 -0.06 0.49 -0.03
C 0.137 -5.501 -1.385 0.09 -0.66 -0.16
H -0.553 -4.215 1.542 0.01 0.07 -0.01
H -0.314 -6.424 2.302 0.00 0.03 0.01
H 0.232 -8.210 0.649 -0.02 0.03 0.06
H 0.518 -7.553 -1.761 0.01 -0.02 0.00
H 0.255 -5.185 -2.410 0.00 0.03 0.01
```
Forces are in eV/Å.

Properties
total charge = -1
LUMO = 0.0750 Ha
energy relative to the best compared isomer or geometry (same formula, charge and spin) = 19.78 kcal/mol

Record 3
The following is a quantum chemistry calculation of 2 unconnected molecules or ions with the total composition C22H25N2O2 in a non-equilibrium geometry, from the OMol25 dataset.

```
51
Properties=species:S:1:pos:R:3:forces:R:3
H -1.174 -0.113 -1.329 -0.64 -0.62 0.22
C -1.638 -0.726 -0.495 0.02 0.24 -0.50
H -2.667 -0.949 -0.833 0.24 0.12 0.12
C -0.859 -1.987 -0.314 0.90 -0.36 0.46
C -0.018 -2.169 0.735 -0.47 -0.25 -1.04
N 0.017 -1.284 1.789 -0.35 0.21 0.68
C 0.897 -1.507 2.890 0.51 0.01 0.49
C 0.400 -1.419 4.202 0.18 -0.33 -0.48
C 1.239 -1.661 5.276 1.06 0.08 0.00
C 2.639 -1.823 5.055 0.14 0.05 -0.87
O 3.455 -1.998 6.125 0.34 0.12 0.05
C 4.899 -1.954 5.958 -0.65 0.04 -0.22
C 3.149 -1.808 3.730 -0.42 -0.21 0.61
C 2.264 -1.736 2.661 -0.56 0.44 -0.10
C -0.856 -0.217 1.828 0.55 -0.43 -0.36
C -1.596 0.119 0.743 0.22 0.69 0.37
C -2.068 1.533 0.702 -0.07 -0.18 0.81
N -2.783 1.900 -0.423 -0.14 -0.03 -0.05
O -1.756 2.342 1.566 -0.43 -0.21 -0.66
H -0.939 -2.754 -1.081 0.17 0.09 0.18
H 0.664 -3.024 0.843 -0.56 0.33 -0.12
H -0.659 -1.187 4.359 0.42 -0.31 0.04
H 0.836 -1.705 6.287 0.26 0.12 -0.21
H 5.301 -2.162 6.951 -0.08 0.05 -0.20
H 5.261 -2.708 5.241 -0.25 0.14 0.30
H 5.230 -0.958 5.618 -0.22 -0.27 0.14
H 4.223 -1.857 3.527 -0.50 -0.13 0.18
H 2.645 -1.787 1.630 -0.19 0.11 0.51
H -0.835 0.323 2.784 -0.04 0.20 -0.87
H -3.254 1.218 -1.000 0.13 -0.09 0.29
H -3.248 2.794 -0.384 0.08 0.07 0.19
C 0.284 -0.626 -3.956 -0.20 -0.65 0.36
C -0.073 0.592 -3.189 0.56 0.88 -0.38
C 0.749 0.920 -1.984 -0.11 -0.16 0.67
C -1.023 1.495 -3.739 -0.90 0.61 -0.15
C -1.471 2.643 -3.016 0.20 -0.09 -0.06
C -2.422 3.516 -3.531 0.28 -0.11 0.08
C -2.950 3.327 -4.811 0.20 -0.36 0.39
C -2.549 2.202 -5.546 0.27 -0.17 -0.28
C -1.619 1.308 -5.033 0.15 -0.29 -0.15
H -0.624 -1.132 -4.296 0.11 0.02 -0.05
H 0.855 -0.367 -4.857 0.00 0.11 0.15
H 0.865 -1.345 -3.366 -0.06 0.33 -0.11
H 0.217 1.501 -1.212 0.12 -0.15 -0.40
H 1.101 -0.009 -1.504 -0.07 0.32 -0.23
H 1.643 1.520 -2.231 -0.27 -0.25 -0.33
H -1.078 2.818 -2.020 -0.14 0.07 -0.25
H -2.741 4.354 -2.922 0.05 -0.01 -0.11
H -3.677 4.034 -5.220 0.27 -0.28 0.13
H -2.955 2.053 -6.551 0.20 -0.05 0.42
H -1.300 0.459 -5.658 -0.29 0.51 0.36
```
Forces are in eV/Å.

Properties
total charge = +1
LUMO = -0.2097 Ha
energy relative to the best compared isomer or geometry (same formula, charge and spin) = 41.78 kcal/mol

Record 4
The following is a quantum chemistry calculation of C22H25N3O3 in the gas phase in a non-equilibrium geometry, from the OMol25 dataset.

```
53
Properties=species:S:1:pos:R:3:forces:R:3
C 1.427 3.483 2.356 -5.48 -0.52 -2.02
O 2.267 2.732 1.624 2.07 1.04 -0.07
C 2.824 3.507 0.576 -2.94 3.89 0.08
C 3.892 2.818 0.095 8.84 -5.73 -5.16
C 4.270 3.300 -1.513 0.20 -8.08 1.35
N 3.271 2.984 -2.476 3.89 -8.83 3.34
C 2.358 3.765 -2.766 -5.73 4.49 -6.41
O 2.465 4.972 -2.788 0.30 2.42 1.80
C 1.187 3.287 -3.710 0.69 -4.89 10.48
C -0.013 2.908 -2.611 2.85 -3.40 -1.97
C 0.633 1.774 -1.625 -3.90 4.72 -1.68
N 1.462 0.871 -1.600 6.26 0.58 -8.84
N 1.553 0.184 -0.571 -3.62 -2.76 5.17
C 0.422 0.615 0.076 5.25 -1.32 3.96
C 0.120 0.300 1.503 4.20 -2.76 -0.34
C -0.538 -1.025 1.261 -9.12 1.94 5.74
C -0.183 -2.218 0.690 7.23 0.68 -1.09
C -0.849 -3.346 0.599 -7.01 0.40 0.52
C -2.559 -3.154 0.928 7.78 -6.24 -0.57
C -3.154 -4.521 0.993 0.79 3.80 -3.57
C -4.119 -4.844 1.866 0.68 1.94 3.81
C -4.938 -5.861 1.850 0.18 -4.85 -4.95
C -4.821 -6.755 0.635 -0.76 2.16 4.80
C -3.953 -6.281 -0.239 -0.05 -2.54 -5.87
C -3.129 -5.183 -0.161 1.41 -1.67 -4.74
C -2.900 -2.167 1.666 9.67 5.83 -0.81
C -2.024 -0.959 1.987 5.82 -8.29 -6.04
O -0.013 1.642 -0.489 -4.91 3.02 0.88
H 0.417 3.601 1.747 1.33 -0.05 0.64
H 1.052 2.992 3.183 -0.18 -1.50 1.97
H 1.552 4.460 2.645 1.85 2.47 0.41
H 3.335 4.597 0.711 -2.07 -1.84 0.94
H 1.995 3.656 -0.235 1.25 -0.09 1.26
H 3.782 1.698 -0.058 -0.54 1.15 0.57
H 5.086 2.772 0.667 -3.83 0.85 -1.25
H 4.446 4.200 -1.320 1.34 7.97 0.25
H 5.181 2.775 -1.904 -0.51 0.52 1.05
H 3.092 1.835 -2.404 -0.09 3.93 -0.65
H 1.464 2.342 -3.931 0.84 -3.02 -2.04
H 0.866 3.840 -4.396 -2.09 4.94 -5.50
H -0.235 3.831 -2.163 -0.72 0.72 1.28
H -0.875 2.349 -3.089 0.80 1.13 0.49
H 1.165 0.022 2.071 -2.05 0.93 -1.64
H -0.290 1.058 2.155 -0.91 -0.15 -0.45
H 1.070 -2.229 0.358 -3.60 -0.10 0.88
H -0.519 -4.330 0.320 0.17 0.05 -0.23
H -3.956 -4.265 2.740 -0.88 0.58 1.19
H -5.499 -6.261 2.590 -1.81 -0.35 2.57
H -5.229 -7.744 0.539 -0.69 0.11 -0.01
H -4.084 -6.831 -1.272 1.07 0.97 1.82
H -2.529 -5.009 -1.217 -1.28 0.23 3.29
H -3.730 -2.062 2.012 -9.97 0.76 3.97
H -2.515 -0.124 2.095 -2.00 4.75 1.36
```
Forces are in eV/Å.

Properties
LUMO = -0.0124 Ha
SMILES = COCCCNC(=O)CCc1nnc(Cc2ccc(-c3ccccc3)cc2)o1
energy relative to the best compared isomer or geometry (same formula, charge and spin) = 444.89 kcal/mol